Density functional theory data (ωB97M-V/def2-TZVPD) for a molecular structure, C40H44AsN5PPdS.

Summary:
Relative energy (zero: lowest compared OMol25 entry of this formula, charge and spin) = 67.1 kJ/mol
Multiplicity = 5
Gap between HOMO and LUMO (alpha / beta) = 8.584 / 4.487 eV
Charge = +3

```
93
C40H44AsN5PPdS (ωB97M-V/def2-TZVPD)
Pd 0.269 0.205 0.589
C 1.354 2.121 -1.816
N 0.585 0.871 -1.817
C -0.763 0.987 -2.398
C -1.833 1.096 -1.356
N -1.743 0.573 -0.152
C -2.986 0.748 0.459
C -3.466 0.351 1.705
C -4.776 0.660 2.008
C -5.599 1.346 1.099
C -5.142 1.730 -0.143
C -3.821 1.409 -0.440
N -3.051 1.617 -1.580
C 1.029 2.913 -0.595
N 0.468 2.406 0.487
C 0.223 3.498 1.331
C -0.495 3.591 2.517
C -0.595 4.832 3.110
C -0.012 5.972 2.532
C 0.649 5.907 1.323
C 0.735 4.649 0.737
N 1.234 4.235 -0.494
H 1.146 2.723 -2.706
H 2.414 1.872 -1.845
H 1.113 0.176 -2.329
H -0.966 0.080 -2.973
H -0.828 1.821 -3.102
H -2.852 -0.206 2.399
H -5.191 0.359 2.961
H -6.620 1.566 1.379
H -5.780 2.247 -0.847
H -3.361 2.037 -2.443
H -1.013 2.738 2.917
H -1.155 4.943 4.029
H -0.112 6.927 3.030
H 1.060 6.788 0.851
H 1.629 4.824 -1.210
S -0.507 -1.924 -0.881
C 0.429 -3.322 -0.979
C -0.032 -4.407 -1.768
C 0.692 -5.581 -1.813
C 1.865 -5.700 -1.075
C 2.338 -4.635 -0.288
C 1.637 -3.454 -0.254
As 2.241 -1.907 0.726
C 3.635 -1.071 -0.308
C 3.810 0.308 -0.310
C 4.884 0.862 -0.995
C 5.770 0.043 -1.681
C 5.593 -1.334 -1.677
C 4.529 -1.898 -0.989
C 3.107 -2.669 2.238
C 4.330 -2.145 2.664
C 4.959 -2.706 3.764
C 4.363 -3.762 4.444
C 3.137 -4.273 4.026
C 2.499 -3.724 2.928
H -0.961 -4.306 -2.316
H 0.342 -6.412 -2.409
H 2.422 -6.628 -1.097
H 3.245 -4.768 0.288
H 3.150 0.958 0.251
H 5.046 1.933 -0.976
H 6.607 0.477 -2.212
H 6.290 -1.974 -2.202
H 4.412 -2.973 -0.984
H 4.804 -1.329 2.133
H 5.918 -2.326 4.090
H 4.860 -4.196 5.302
H 2.685 -5.101 4.556
H 1.551 -4.132 2.599
C -1.298 0.152 5.700
C -1.078 0.773 4.318
P -0.083 -0.268 3.169
C 1.582 -0.109 3.922
C 2.479 0.916 3.231
C -0.667 -1.986 3.483
C -1.118 -2.818 2.290
H -1.654 0.926 6.379
H -0.382 -0.256 6.128
H -2.052 -0.633 5.693
H -0.494 1.688 4.430
H -2.029 1.051 3.860
H 2.044 -1.093 3.972
H 1.417 0.193 4.958
H 3.533 0.671 3.360
H 2.319 1.920 3.625
H 2.285 0.983 2.155
H -1.495 -1.896 4.185
H 0.125 -2.495 4.038
H -1.761 -2.253 1.612
H -1.691 -3.678 2.637
H -0.280 -3.205 1.709
```

Here are the Mulliken charges for atoms 1 to 4, given in e:
1. Pd 1.289
2. C -1.540
3. N 0.097
4. C -1.852


Density functional theory data (ωB97M-V/def2-TZVPD) for a molecular structure, C40H44B2F4N13O4P2SSe2Sm at a distorted geometry.

Summary:
Relative energy (zero: lowest compared OMol25 entry of this formula, charge and spin) = 89.0 kJ/mol
Multiplicity = 6
Gap between HOMO and LUMO (alpha / beta) = 6.472 / 6.477 eV
Charge = +2

```
113
C40H44B2F4N13O4P2SSe2Sm (ωB97M-V/def2-TZVPD)
Sm 2.078 0.889 0.788
C 4.934 4.796 0.187
C 4.331 3.486 0.525
N 3.252 3.031 -0.030
O 2.644 3.908 -0.913
B 1.543 4.723 -0.212
F 1.026 5.589 -1.205
F 2.142 5.349 0.819
O 0.333 3.948 0.236
N 0.703 3.093 1.242
C 0.313 3.446 2.426
C -0.382 4.714 2.893
C 0.752 2.409 3.453
N 1.645 1.602 3.009
O 2.135 0.579 3.767
B 3.614 0.667 4.010
F 3.889 -0.527 4.668
F 3.933 1.753 4.782
O 4.465 0.659 2.741
N 4.149 1.633 1.895
C 4.852 2.666 1.625
C 6.230 2.891 2.220
C 0.302 2.461 4.820
H 4.446 5.179 -0.646
H 6.021 4.604 0.064
H 4.855 5.447 1.033
H -1.033 5.187 2.167
H 0.411 5.445 3.034
H -0.940 4.589 3.822
H 6.342 2.386 3.148
H 6.504 3.931 2.374
H 6.924 2.427 1.560
H 0.658 3.316 5.332
H 0.631 1.568 5.386
H -0.793 2.437 4.789
Se -4.490 -2.105 2.216
P -2.900 -3.083 1.262
C -2.123 -4.438 2.135
C -2.937 -5.118 3.050
C -2.445 -6.183 3.747
C -1.130 -6.683 3.513
C -0.322 -6.021 2.607
C -0.817 -4.909 1.967
C -3.277 -3.799 -0.359
C -2.284 -4.307 -1.154
C -2.632 -4.990 -2.343
C -3.966 -4.908 -2.723
C -4.949 -4.268 -1.977
C -4.629 -3.708 -0.736
C -1.575 -1.844 0.924
C -1.588 -0.710 0.058
N -0.436 -0.012 0.315
N 0.211 -0.710 1.247
N -0.419 -1.838 1.587
P -2.579 -0.051 -1.191
Se -1.624 2.027 -1.485
C -2.553 -0.949 -2.754
C -3.250 -0.411 -3.848
C -3.063 -0.865 -5.126
C -2.140 -1.867 -5.335
C -1.368 -2.326 -4.282
C -1.612 -1.938 -2.982
C -4.240 0.320 -0.597
C -4.295 1.067 0.542
C -5.560 1.414 0.985
C -6.648 0.845 0.368
C -6.576 0.050 -0.766
C -5.336 -0.161 -1.307
H -3.996 -4.891 3.283
H -2.980 -6.740 4.482
H -0.755 -7.545 4.064
H 0.630 -6.491 2.433
H -0.121 -4.425 1.228
H -1.254 -4.369 -0.816
H -1.849 -5.534 -2.862
H -4.294 -5.423 -3.592
H -5.971 -4.235 -2.339
H -5.372 -3.306 -0.122
H -3.974 0.313 -3.701
H -3.732 -0.572 -5.946
H -1.902 -2.263 -6.311
H -0.645 -3.108 -4.431
H -1.082 -2.421 -2.157
H -3.374 1.363 1.111
H -5.714 2.090 1.755
H -7.619 1.057 0.741
H -7.426 -0.424 -1.222
H -5.219 -0.702 -2.251
N 4.790 -2.595 2.860
C 5.180 -3.261 1.782
N 5.912 -4.370 1.927
N 4.875 -2.801 0.560
C 4.104 -1.775 0.318
N 3.453 -0.887 -0.026
H 5.105 -2.917 3.761
H 4.301 -1.721 2.891
H 6.197 -4.665 2.834
H 6.252 -4.860 1.145
C 1.810 1.660 -5.209
N 1.270 2.765 -4.527
C 1.475 4.147 -5.012
C 0.687 4.989 -3.982
N 0.254 4.001 -2.995
C 0.647 2.800 -3.314
S 0.329 1.399 -2.288
H 1.989 1.943 -6.230
H 1.072 0.839 -5.283
H 2.742 1.211 -4.799
H 1.118 4.177 -6.090
H 2.544 4.346 -5.061
H -0.149 5.504 -4.442
H 1.326 5.705 -3.485
H 0.012 4.195 -2.050
```

Here are the Mulliken charges for atoms 1 to 4, given in e:
1. Sm 0.827
2. C -1.920
3. C 0.916
4. N -0.254


Density functional theory data (ωB97M-V/def2-TZVPD) for a molecular structure, C40H44BrKN4O10P2S4.

Summary:
Relative energy (zero: lowest compared OMol25 entry of this formula, charge and spin) = 295.1 kJ/mol
Multiplicity = 1
Gap between HOMO and LUMO = 5.626 eV
Charge = -2

```
106
C40H44BrKN4O10P2S4 (ωB97M-V/def2-TZVPD)
K -2.090 0.018 2.094
O -2.839 2.355 1.369
S -2.977 3.547 0.493
C -2.282 4.956 1.431
C -1.045 4.561 2.226
C -1.382 4.089 3.636
C -0.155 3.731 4.458
S 0.517 2.035 4.031
O -0.300 1.641 2.840
C -0.209 1.190 5.434
C 0.574 0.999 6.562
C 0.004 0.432 7.690
C -1.331 0.044 7.676
C -2.094 0.208 6.528
C -1.529 0.777 5.394
C -1.700 3.427 -0.767
C -1.643 4.398 -1.759
C -0.676 4.309 -2.746
C 0.217 3.242 -2.744
C 0.131 2.266 -1.764
C -0.839 2.346 -0.772
H -3.089 5.306 2.079
H -2.077 5.735 0.695
H -0.387 5.435 2.291
H -0.492 3.782 1.700
H -2.068 3.242 3.595
H -1.903 4.902 4.157
H -0.390 3.722 5.521
H 0.652 4.450 4.294
H 1.630 1.237 6.527
H 0.613 0.251 8.568
H -1.765 -0.427 8.550
H -3.116 -0.144 6.471
H -2.139 0.856 4.503
H -2.362 5.211 -1.765
H -0.624 5.061 -3.524
H 0.962 3.165 -3.525
H 0.805 1.419 -1.762
H -0.911 1.561 -0.031
S -0.659 -2.904 -1.217
C 0.971 -3.380 -1.714
N 1.461 -3.973 -2.896
C 2.918 -3.878 -2.915
C 3.510 -4.214 -1.545
N 3.091 -3.264 -0.523
C 3.602 -3.564 0.810
C 5.031 -3.103 0.962
C 5.297 -1.823 1.441
C 6.608 -1.391 1.578
C 7.665 -2.225 1.231
C 7.406 -3.504 0.763
C 6.093 -3.941 0.640
C 1.702 -3.082 -0.640
S 0.491 -2.446 0.477
C 0.784 -3.609 -4.124
C 1.158 -2.275 -4.747
C 1.460 -1.158 -3.969
C 1.836 0.032 -4.574
C 1.875 0.144 -5.958
C 1.546 -0.954 -6.739
C 1.207 -2.156 -6.132
H 3.255 -2.871 -3.195
H 3.305 -4.582 -3.658
H 4.600 -4.193 -1.621
H 3.204 -5.236 -1.266
H 3.537 -4.645 1.012
H 2.976 -3.059 1.549
H 4.480 -1.190 1.775
H 6.799 -0.406 1.983
H 8.688 -1.884 1.344
H 8.225 -4.168 0.508
H 5.889 -4.952 0.302
H -0.290 -3.629 -3.916
H 0.971 -4.391 -4.868
H 1.428 -1.233 -2.888
H 2.111 0.877 -3.957
H 2.172 1.076 -6.422
H 1.575 -0.883 -7.820
H 0.980 -3.022 -6.744
O -2.685 -2.767 3.725
P -4.167 -2.036 3.527
O -5.096 -2.728 4.454
O -3.949 -0.558 3.627
O -4.454 -2.444 1.997
P -3.526 -2.886 0.727
O -2.891 -4.270 1.287
O -4.415 -3.175 -0.415
O -2.412 -1.870 0.589
H -2.732 -3.149 4.608
H -2.457 -4.073 2.131
N -4.669 4.290 -4.083
C -5.049 3.201 -3.336
O -6.109 3.185 -2.743
C -4.071 2.076 -3.314
C -3.176 1.836 -4.351
C -2.256 0.814 -4.218
C -2.236 0.100 -3.026
N -3.079 0.323 -2.025
C -3.999 1.265 -2.183
H -5.259 5.100 -4.011
H -3.702 4.427 -4.315
H -3.209 2.425 -5.262
H -1.543 0.584 -5.000
H -1.494 -0.672 -2.848
H -4.684 1.428 -1.358
Br 2.668 -0.703 3.834
```

Here are the Mulliken charges for atoms 1 to 4, given in e:
1. K 1.349
2. O -0.355
3. S 0.086
4. C -1.017


Density functional theory data (ωB97M-V/def2-TZVPD) for 2 unconnected molecules or ions with the total composition C40H44N8O7 at a distorted geometry.

Summary:
Multiplicity = 1
Gap between HOMO and LUMO = 4.022 eV
Charge = 0

```
99
C40H44N8O7 (ωB97M-V/def2-TZVPD)
C 5.869 2.411 1.117
O 5.243 1.218 1.625
C 4.017 0.905 1.120
C 3.133 1.882 0.605
C 1.877 1.500 0.174
C 1.471 0.147 0.217
C 0.145 -0.196 -0.200
N -0.170 -1.401 -0.817
C 0.714 -2.362 -1.433
C 0.567 -3.728 -1.126
C -0.512 -4.257 -0.188
C 0.085 -4.892 1.067
C -1.423 -5.248 -0.908
C 1.454 -4.651 -1.685
C 2.457 -4.242 -2.557
C 2.543 -2.902 -2.924
C 1.667 -1.951 -2.392
C 1.687 -0.541 -2.983
C 0.992 -0.519 -4.344
C 3.091 0.060 -3.022
N -1.512 -1.525 -0.953
N -2.023 -0.337 -0.558
C -3.458 -0.174 -0.589
C -4.252 -0.844 0.358
C -3.594 -1.717 1.425
C -4.418 -2.943 1.817
C -3.228 -0.874 2.639
C -5.630 -0.629 0.348
C -6.212 0.164 -0.642
C -5.423 0.739 -1.636
C -4.043 0.548 -1.641
C -3.196 1.121 -2.785
C -3.233 2.644 -2.774
C -3.601 0.558 -4.149
C -1.030 0.521 -0.018
C -1.225 1.732 0.621
C 2.391 -0.836 0.694
C 3.634 -0.461 1.149
H 6.918 2.322 1.393
H 5.747 2.484 0.028
H 5.425 3.283 1.613
H 3.443 2.934 0.559
H 1.187 2.253 -0.211
H -1.117 -3.393 0.099
H 0.757 -4.195 1.580
H -0.716 -5.168 1.762
H 0.656 -5.794 0.806
H -1.853 -4.790 -1.804
H -0.856 -6.138 -1.210
H -2.244 -5.553 -0.250
H 1.343 -5.707 -1.427
H 3.155 -4.970 -2.970
H 3.292 -2.583 -3.649
H 1.099 0.088 -2.310
H -0.029 -0.912 -4.246
H 0.932 0.504 -4.735
H 1.528 -1.152 -5.064
H 3.569 -0.006 -2.038
H 3.727 -0.453 -3.755
H 3.035 1.122 -3.292
H -2.670 -2.087 0.961
H -4.670 -3.542 0.934
H -3.835 -3.575 2.497
H -5.349 -2.656 2.321
H -2.560 -0.056 2.354
H -4.136 -0.438 3.076
H -2.720 -1.480 3.397
H -6.256 -1.099 1.115
H -7.291 0.314 -0.655
H -5.877 1.331 -2.440
H -2.168 0.801 -2.586
H -2.885 3.018 -1.805
H -2.585 3.056 -3.557
H -4.258 2.999 -2.936
H -3.547 -0.537 -4.148
H -4.626 0.848 -4.409
H -2.923 0.930 -4.927
H -2.230 2.145 0.662
H -0.358 2.186 1.088
H 2.084 -1.885 0.736
H 4.350 -1.180 1.553
O 5.750 3.508 4.707
N 4.784 4.100 4.254
C 3.492 3.783 3.881
C 2.880 4.951 3.418
N 3.762 6.004 3.452
O 4.895 5.478 3.984
C 1.519 4.897 2.912
N 0.874 6.087 2.400
O 1.468 7.185 2.391
O -0.298 5.959 1.972
C 0.840 3.649 2.878
C 1.475 2.530 3.433
N 1.087 1.187 3.537
O 0.029 0.599 3.330
O 2.188 0.479 4.022
N 3.285 1.304 4.219
C 2.805 2.549 3.925
H -0.177 3.563 2.518
```

Here are the Mulliken charges for atoms 1 to 4, given in e:
1. C -0.805
2. O -0.480
3. C 0.414
4. C -0.484